This record from the OMol25 dataset describes a cluster of 3 separate species, C2H13N2O2 in total at a distorted geometry. The level of theory is the ωB97M-V functional and the def2-TZVPD basis.

Last column: Löwdin charge in e.
Geometry (Å):
N -0.58 1.17 -0.74  0.172
C 0.18 0.67 0.48  -0.141
C -0.85 0.08 1.43  -0.188
N -1.93 1.18 1.54  -0.008
H -1.40 1.59 -0.22  0.132
H -0.06 1.96 -1.12  0.168
H -0.98 0.45 -1.34  0.129
H 0.98 0.02 0.14  0.136
H 0.56 1.54 1.00  0.131
H -1.34 -0.80 1.00  0.120
H -0.43 -0.04 2.42  0.123
H -2.77 0.60 1.49  0.080
H -1.99 1.34 2.55  0.087
H 5.08 -3.40 1.59  0.037
H 5.92 -3.36 0.48  0.044
O 4.95 -3.35 0.62  -0.081
H -2.33 -0.31 -3.50  0.046
H -1.56 0.56 -4.33  0.060
O -1.46 0.10 -3.49  -0.046

Total charge = +1

---

This record from the OMol25 dataset describes a structure of composition C38H35Cl2InN7O7P. The level of theory is the ωB97M-V functional and the def2-TZVPD basis.

Last column: Löwdin charge in e.
Geometry (Å):
In -0.15 -0.03 0.24  0.742
Cl 5.69 -2.21 3.11  0.658
C 3.99 -1.96 2.85  -0.679
C 3.56 -1.66 1.57  -0.037
C 2.21 -1.47 1.32  -0.209
N 1.70 -1.13 0.05  0.021
C 2.19 -1.72 -1.04  -0.507
O 3.14 -2.49 -1.12  0.041
C 1.42 -1.42 -2.32  -0.198
C 1.91 -1.93 -3.51  0.007
C 1.25 -1.63 -4.68  -0.035
C 0.11 -0.84 -4.62  -0.038
C -0.31 -0.39 -3.38  -0.133
N 0.32 -0.68 -2.25  0.075
C 1.28 -1.56 2.37  -0.203
C 1.73 -1.88 3.65  -0.030
C 3.08 -2.08 3.88  -0.676
Cl 3.59 -2.47 5.49  0.663
N -0.05 -1.22 2.08  0.029
C -1.06 -1.69 2.82  -0.474
O -1.03 -2.58 3.67  0.039
C -2.40 -1.02 2.58  -0.185
C -3.53 -1.52 3.22  0.007
C -4.72 -0.85 3.10  -0.049
C -4.76 0.33 2.35  -0.053
C -3.59 0.74 1.74  -0.127
N -2.44 0.08 1.83  0.096
H 4.27 -1.59 0.77  0.110
H 2.81 -2.53 -3.48  0.125
H 1.61 -2.00 -5.64  0.114
H -0.44 -0.56 -5.51  0.109
H -1.18 0.26 -3.31  0.102
H 1.03 -1.97 4.46  0.108
H -3.41 -2.42 3.82  0.121
H -5.62 -1.21 3.59  0.110
H -5.66 0.91 2.26  0.104
H -3.58 1.65 1.15  0.107
O -0.94 -7.46 1.94  0.129
C -1.99 -7.01 1.23  -0.478
O -2.94 -7.72 1.03  0.127
C -1.92 -5.60 0.73  -0.120
C -3.12 -4.95 0.48  0.010
C -3.13 -3.63 0.06  0.000
C -1.92 -2.97 -0.15  -0.234
C -0.72 -3.61 0.09  0.018
C -0.72 -4.93 0.52  0.016
N -1.89 -1.59 -0.49  0.089
C -2.80 -1.07 -1.21  -0.057
C -2.81 0.38 -1.44  -0.278
C -3.84 0.98 -2.14  0.003
C -3.83 2.36 -2.30  -0.026
C -2.79 3.09 -1.75  -0.017
C -1.79 2.41 -1.06  -0.105
N -1.80 1.10 -0.92  0.052
H -0.33 -6.74 2.15  0.105
H -4.05 -5.48 0.66  0.126
H -4.07 -3.11 -0.05  0.115
H 0.22 -3.08 -0.04  0.101
H 0.24 -5.41 0.67  0.129
H -3.60 -1.65 -1.66  0.142
H -4.64 0.37 -2.55  0.123
H -4.63 2.86 -2.84  0.118
H -2.74 4.16 -1.84  0.119
H -0.96 2.93 -0.60  0.081
N 0.48 2.91 1.71  0.027
C 0.32 1.87 1.24  -0.298
C 1.70 5.26 -0.50  -0.085
C 2.70 4.14 -0.58  -0.295
O 2.63 3.50 -1.88  -0.302
P 1.75 2.14 -2.03  0.853
O 2.67 1.37 -3.14  -0.304
C 3.99 0.95 -2.77  -0.281
C 4.75 0.65 -4.04  -0.063
O 0.57 2.60 -3.04  -0.337
C 0.83 3.29 -4.27  -0.278
C -0.11 4.47 -4.37  -0.069
H 1.80 5.78 0.45  0.081
H 0.68 4.88 -0.54  0.054
H 1.85 5.98 -1.31  0.075
H 2.52 3.40 0.20  0.074
H 3.72 4.50 -0.49  0.117
H 3.92 0.07 -2.14  0.105
H 4.48 1.75 -2.20  0.113
H 4.24 -0.12 -4.62  0.068
H 5.75 0.28 -3.80  0.082
H 4.85 1.54 -4.66  0.079
H 0.68 2.58 -5.08  0.115
H 1.87 3.62 -4.29  0.110
H -1.15 4.14 -4.30  0.066
H 0.02 4.98 -5.32  0.079
H 0.08 5.18 -3.57  0.074

---

This record from the OMol25 dataset describes an isolated molecule of C6H6N4Se at a distorted geometry. The level of theory is the ωB97M-V functional and the def2-TZVPD basis.

Last column: Löwdin charge in e.
Geometry (Å):
C -0.26 2.69 -0.06  -0.214
C 2.20 -0.90 0.37  -0.144
C 0.28 0.02 0.22  -0.242
C 1.18 1.01 -0.04  -0.309
C -1.14 0.58 0.08  -0.558
C -2.28 -2.23 -0.35  -0.389
N 1.02 2.35 -0.15  0.122
N -1.34 1.88 0.02  0.026
N 0.91 -1.09 0.59  0.093
N 2.43 0.42 0.08  0.122
Se -2.65 -0.46 0.25  1.052
H -0.37 3.82 -0.14  0.129
H 3.08 -1.60 0.62  0.150
H -1.25 -2.42 -0.05  0.015
H -2.96 -2.97 -0.15  0.006
H -2.11 -2.10 -1.34  -0.019
H 3.25 1.02 0.05  0.160

Structure (SMILES) = C[Se]c1ncnc2[nH]cnc12

---

This record from the OMol25 dataset describes the ion C5H10NO with charge -1 at a distorted geometry. The level of theory is the ωB97M-V functional and the def2-TZVPD basis.

Last column: Löwdin charge in e.
Geometry (Å):
C -2.55 0.19 0.33  -0.596
O -3.23 0.32 1.48  -0.371
C -1.10 -0.35 0.56  -0.238
C -0.09 -0.22 -0.58  -0.242
C 1.34 -0.42 -0.09  -0.266
C 3.32 0.61 -0.73  -0.106
N 2.33 -0.05 -1.12  -0.039
H -2.41 1.14 -0.26  0.070
H -3.05 -0.50 -0.41  0.073
H -0.84 0.25 1.43  0.092
H -1.12 -1.41 0.83  0.094
H -0.36 -0.99 -1.31  0.103
H -0.18 0.73 -1.11  0.100
H 1.46 0.26 0.76  0.097
H 1.52 -1.46 0.17  0.113
H 4.13 0.93 -1.38  0.051
H 3.37 1.00 0.30  0.066

Structure (SMILES) = C=NCCCC[O-]
Total charge = -1

---

Here are the calculated HOMO level numbers, same order: -13.6 -7.4 -8.2 -2.2 (eV).
Here are the calculated ΔE to the lowest compared entry with this formula, charge and spin numbers, same order: 1.284 0.000 0.000 0.820 (eV).
Here are the calculated lowest unoccupied orbital energy numbers, same order: -3.033 -1.770 0.194 3.411 (eV).